1.
The following is a DFT calculation (ωB97M-V/def2-TZVPD) of C16H10ClN4NaO7S as an isolated structure.

Last column: natural (NBO) charge in e.
Element x y z (Å)
Na (1.673, -1.090, -0.414)  0.8630
O (-3.229, 4.368, 0.799)  -0.7645
C (-3.075, 3.397, 1.565)  0.7372
O (-3.644, 3.133, 2.641)  -0.7610
C (-2.019, 2.362, 1.107)  -0.0644
C (-1.767, 1.210, 1.834)  -0.2239
C (-0.792, 0.324, 1.392)  0.1675
N (-0.064, 0.529, 0.297)  -0.4368
C (-0.327, 1.616, -0.427)  0.1545
C (-1.291, 2.547, -0.059)  -0.2233
C (0.447, 1.761, -1.696)  0.1929
C (0.570, 2.994, -2.335)  -0.2514
C (1.256, 3.060, -3.534)  -0.1754
C (1.809, 1.904, -4.056)  -0.2778
C (1.671, 0.730, -3.332)  0.0890
N (1.006, 0.653, -2.186)  -0.4351
C (-0.535, -0.956, 2.106)  0.1968
C (-1.606, -1.714, 2.571)  -0.2302
C (-1.353, -2.942, 3.154)  -0.1673
C (-0.041, -3.370, 3.260)  -0.2693
C (0.956, -2.542, 2.771)  0.0569
N (0.731, -1.361, 2.210)  -0.4186
H (-2.330, 1.038, 2.741)  0.2381
H (-1.518, 3.419, -0.653)  0.2355
H (0.144, 3.883, -1.893)  0.2183
H (1.364, 4.010, -4.045)  0.1982
H (2.368, 1.903, -4.982)  0.2046
H (2.141, -0.183, -3.670)  0.2166
H (-2.617, -1.360, 2.429)  0.2232
H (-2.174, -3.563, 3.491)  0.2026
H (0.214, -4.334, 3.680)  0.2039
H (1.996, -2.847, 2.815)  0.1923
O (-0.142, -3.615, -2.555)  -0.8678
Cl (-0.471, -3.490, -1.158)  2.5490
O (-1.056, -4.718, -0.680)  -0.8740
O (-1.383, -2.395, -0.957)  -0.8612
O (0.747, -3.227, -0.405)  -0.9188
O (3.761, -0.836, 0.572)  -1.0525
S (4.529, -0.146, -0.506)  1.2030
N (4.049, -0.151, -1.889)  -1.0697

Atoms 1-6, force components in eV/Å:
Na -0.097 0.064 0.037
O 0.019 0.086 -0.070
C -0.028 -0.010 -0.044
O -0.027 -0.049 0.109
C 0.052 -0.059 -0.002
C -0.013 0.019 0.015

The frontier orbital gap is 7.01 eV. The relative energy (zero: lowest compared OMol25 entry of this formula, charge and spin) is 16.5 kJ/mol. As for the LUMO energy: 3.93 eV. Its charge is -2.

***

2.
The following is a DFT calculation (ωB97M-V/def2-TZVPD) of C43H58N8O3S2Si3Sn as an isolated structure.

Last column: Mulliken charge in e.
Element x y z (Å)
Sn (-1.183, -0.126, -0.075)  1.0215
C (-3.260, 2.186, 5.183)  -1.2710
C (-3.069, 0.738, 4.753)  0.1809
N (-3.734, 0.409, 3.509)  0.1050
C (-3.277, 0.682, 2.263)  -0.3734
S (-1.683, 1.366, 2.079)  -0.3162
N (-4.121, 0.408, 1.294)  -1.3629
N (-3.558, 0.584, 0.067)  1.1765
C (-4.323, 0.662, -0.956)  0.2389
C (-5.810, 0.516, -0.883)  -1.9667
C (-3.633, 0.909, -2.242)  0.9329
C (-4.296, 0.830, -3.465)  -0.8377
C (-3.604, 1.133, -4.625)  -0.7149
C (-2.270, 1.495, -4.542)  -0.9673
C (-1.682, 1.525, -3.287)  0.3062
N (-2.342, 1.258, -2.169)  0.0717
H (-2.763, 2.370, 6.137)  0.4260
H (-4.318, 2.424, 5.299)  0.3727
H (-2.835, 2.858, 4.437)  0.2199
H (-3.459, 0.058, 5.514)  0.4864
H (-2.011, 0.509, 4.635)  -0.3925
H (-4.714, 0.169, 3.535)  0.3431
H (-6.156, 0.836, 0.096)  0.4359
H (-6.081, -0.537, -0.997)  0.2877
H (-6.314, 1.095, -1.654)  0.4954
H (-5.333, 0.534, -3.509)  0.2634
H (-4.105, 1.086, -5.584)  0.4211
H (-1.692, 1.746, -5.420)  0.4755
H (-0.638, 1.789, -3.169)  0.1938
O (-3.558, -2.613, -0.089)  -0.4117
C (-3.136, -2.585, 1.054)  -0.3636
C (-3.869, -3.179, 2.255)  -0.8534
C (-2.912, -2.936, 3.414)  -0.6316
C (-1.748, -2.189, 2.766)  -0.5406
O (-0.764, -1.802, 3.384)  -0.5677
N (-1.945, -2.029, 1.432)  1.4713
H (-4.076, -4.232, 2.063)  0.3553
H (-4.828, -2.670, 2.355)  0.2563
H (-2.535, -3.850, 3.876)  0.3879
H (-3.323, -2.314, 4.208)  0.1626
C (-4.695, -2.678, -4.656)  -1.0536
C (-3.193, -2.654, -4.932)  -0.3422
C (-2.382, -2.927, -3.708)  0.1949
N (-1.543, -2.099, -3.196)  -0.2536
N (-0.940, -2.567, -2.057)  0.0200
C (-1.364, -3.741, -1.722)  0.2420
N (-0.915, -4.414, -0.614)  -0.3709
S (-2.530, -4.409, -2.809)  -0.2461
H (-5.255, -2.390, -5.546)  0.3608
H (-4.945, -1.991, -3.848)  0.1444
H (-5.027, -3.673, -4.358)  0.4328
H (-2.878, -1.673, -5.290)  0.1412
H (-2.945, -3.381, -5.709)  0.3551
H (-0.549, -3.776, 0.083)  -0.0270
H (-1.577, -5.065, -0.222)  0.3121
C (1.749, 3.015, 2.914)  -0.8673
Si (2.290, 1.409, 3.689)  0.3563
C (1.023, 0.671, 4.833)  -0.3198
C (3.913, 1.637, 4.592)  -1.1883
C (2.422, 0.148, 2.256)  3.6503
Si (2.787, -1.738, 2.220)  0.6250
C (1.659, -2.455, 0.931)  0.5285
C (2.410, -2.407, 3.917)  -0.8512
C (4.586, -2.046, 1.805)  -1.1501
H (1.375, 3.707, 3.671)  0.4989
H (0.949, 2.843, 2.193)  0.0492
H (2.576, 3.500, 2.390)  0.3460
H (0.606, 1.475, 5.444)  0.4693
H (1.466, -0.072, 5.495)  0.3664
H (0.206, 0.201, 4.285)  -0.4766
H (3.735, 2.229, 5.493)  0.3973
H (4.641, 2.179, 3.990)  0.3622
H (4.350, 0.687, 4.908)  0.3162
H (1.607, 0.362, 1.545)  -2.6301
H (0.627, -2.308, 1.265)  -1.4097
H (1.838, -3.525, 0.806)  0.6630
H (1.778, -1.966, -0.039)  0.1682
H (1.367, -2.228, 4.180)  0.0574
H (3.059, -1.979, 4.683)  0.3088
H (2.570, -3.488, 3.906)  0.3920
H (4.885, -1.595, 0.859)  0.2937
H (4.733, -3.125, 1.717)  0.3914
H (5.259, -1.686, 2.584)  0.2874
O (0.996, 0.782, -0.283)  0.9819
Si (2.082, 1.267, -1.321)  -1.6474
C (2.534, -0.014, -2.622)  0.7936
C (3.477, -1.003, -2.330)  -0.1637
C (3.746, -2.035, -3.216)  -0.7830
C (3.073, -2.097, -4.428)  -0.6524
C (2.134, -1.127, -4.742)  -0.7196
C (1.871, -0.100, -3.847)  0.0884
C (1.627, 2.880, -2.164)  0.7409
C (0.690, 3.695, -1.520)  -0.4034
C (0.282, 4.898, -2.078)  -0.7067
C (0.803, 5.308, -3.297)  -0.5341
C (1.730, 4.512, -3.955)  -0.8689
C (2.135, 3.310, -3.391)  0.1935
C (3.769, 1.581, -0.443)  0.0189
C (4.142, 1.175, 0.799)  2.4120
C (5.373, 1.244, 1.412)  -0.3746
C (6.375, 1.845, 0.664)  -1.1724
C (6.090, 2.322, -0.611)  -0.8912
C (4.823, 2.188, -1.151)  -0.4582
H (4.015, -0.972, -1.388)  0.1958
H (4.477, -2.792, -2.961)  0.4258
H (3.278, -2.901, -5.123)  0.3773
H (1.598, -1.175, -5.682)  0.4348
H (1.124, 0.640, -4.109)  0.1224
H (0.260, 3.366, -0.581)  0.2333
H (-0.449, 5.510, -1.565)  0.4462
H (0.482, 6.243, -3.738)  0.3990
H (2.133, 4.825, -4.910)  0.4187
H (2.847, 2.691, -3.927)  0.3324
H (3.298, 0.677, 1.479)  -2.2556
H (5.549, 0.854, 2.401)  0.7244
H (7.369, 1.938, 1.079)  0.4174
H (6.871, 2.795, -1.191)  0.4530
H (4.628, 2.551, -2.153)  0.3604

Atoms 1-6, force components in eV/Å:
Sn -0.105 0.017 -0.350
C 0.007 0.006 -0.002
C 0.017 -0.017 0.012
N -0.034 0.053 0.009
C 0.020 -0.004 0.088
S 0.254 -0.074 -0.058

The frontier orbital gap is 5.22 eV. The relative energy (zero: lowest compared OMol25 entry of this formula, charge and spin) is 343.7 kJ/mol. As for the LUMO energy: -1.60 eV.

***

3.
The following is a DFT calculation (ωB97M-V/def2-TZVPD) of one molecule with the formula CH3IOS2 at a distorted geometry.

Last column: natural (NBO) charge in e.
Element x y z (Å)
C (-0.961, 1.085, -0.268)  -0.4262
O (0.715, 0.335, -1.164)  -0.8222
S (1.985, -1.253, 0.854)  -0.2311
S (0.923, -1.107, -0.880)  0.5981
I (-1.866, -0.616, 0.159)  0.3083
H (-1.421, 1.762, -0.932)  0.2152
H (-0.258, 1.386, 0.461)  0.2196
H (0.882, -1.593, 1.770)  0.1384

Atoms 1-6, force components in eV/Å:
C 1.993 -1.344 -0.464
O -1.531 3.444 -0.273
S -1.589 -0.628 1.871
S 0.749 -2.830 -0.290
I -1.158 -0.549 0.508
H -0.226 0.543 -0.700

The frontier orbital gap (alpha / beta) is 7.92 / 7.93 eV. The relative energy (zero: lowest compared OMol25 entry of this formula, charge and spin) is 258.1 kJ/mol. As for the LUMO energy (alpha / beta): -0.42 / -0.42 eV.

***

4.
The following is a DFT calculation (ωB97M-V/def2-TZVPD) of an isolated ion of composition C7H8N5 and charge +1 at a distorted geometry.

Last column: natural (NBO) charge in e.
Element x y z (Å)
C (2.802, -1.003, 0.077)  -0.1220
C (1.877, -2.003, -0.193)  -0.1938
C (2.460, 0.287, 0.455)  -0.1976
C (0.551, -1.635, -0.294)  -0.1340
C (1.167, 0.710, 0.488)  -0.1801
C (0.233, -0.363, 0.134)  0.0335
C (-1.617, 2.197, -0.387)  -0.4070
N (-3.394, -0.653, 0.177)  0.2022
N (-3.153, 0.545, 0.061)  -0.1876
N (-2.959, -1.703, 0.205)  0.1926
N (-1.863, 0.746, -0.053)  0.1529
N (-1.123, -0.228, 0.086)  -0.0968
H (3.801, -1.265, 0.058)  0.2289
H (2.140, -2.976, -0.637)  0.2469
H (3.335, 0.749, 0.982)  0.2520
H (-0.298, -2.373, -0.439)  0.2512
H (0.810, 1.613, 0.807)  0.2204
H (-0.993, 2.183, -1.237)  0.2404
H (-2.589, 2.501, -0.691)  0.2633
H (-1.187, 2.672, 0.401)  0.2345

Atoms 1-6, force components in eV/Å:
C -1.732 -1.017 -0.076
C 0.170 -0.129 -2.278
C 1.961 0.299 1.689
C -0.434 -1.402 1.592
C -0.852 -4.337 -1.356
C 0.439 2.477 -0.603

The frontier orbital gap (alpha / beta) is 7.72 / 7.72 eV. The relative energy (zero: lowest compared OMol25 entry of this formula, charge and spin) is 433.1 kJ/mol. As for the LUMO energy (alpha / beta): -5.52 / -5.52 eV. Its charge is +1.

***

5.
The following is a DFT calculation (ωB97M-V/def2-TZVPD) of a 3-piece molecular cluster, C16H28N6O5PS2 overall at a distorted geometry.

Last column: natural (NBO) charge in e.
Element x y z (Å)
C (4.855, -6.314, 0.615)  -0.2054
C (4.564, -5.148, 0.517)  -0.0520
C (4.322, -3.617, 0.493)  -0.4615
C (3.495, -3.138, -0.774)  -0.3791
C (3.453, -1.534, -0.921)  -0.4751
C (2.559, -1.003, 0.243)  0.0022
C (3.182, -0.706, 1.594)  0.4055
O (4.524, -0.852, 1.837)  -0.5153
C (5.175, 0.362, 1.287)  -0.0857
C (6.477, 0.034, 0.449)  -0.6567
C (2.199, -0.215, 2.656)  0.0259
S (2.919, 0.173, 4.301)  0.0324
N (0.869, -0.050, 2.462)  -0.1568
N (0.414, -0.302, 1.256)  -0.3742
P (-1.367, -0.014, 1.048)  0.8986
S (-2.371, -1.640, 0.740)  -0.4860
C (1.074, -0.755, 0.122)  0.2363
C (0.385, -1.004, -1.280)  -0.1547
O (-0.148, 0.216, -1.861)  -0.5374
C (0.834, 1.236, -1.876)  0.7856
C (0.956, 2.380, -0.808)  -0.7384
O (1.614, 1.251, -2.799)  -0.5111
H (5.201, -7.350, 0.792)  0.2587
H (5.309, -3.084, 0.590)  0.2372
H (3.735, -3.365, 1.429)  0.2230
H (3.852, -3.622, -1.726)  0.2471
H (2.430, -3.485, -0.613)  0.2072
H (3.133, -1.198, -1.942)  0.2604
H (4.526, -1.200, -0.767)  0.2469
H (5.420, 1.080, 2.129)  0.2234
H (4.448, 0.880, 0.589)  0.1883
H (7.338, 0.736, 0.651)  0.2502
H (6.214, 0.201, -0.644)  0.2175
H (6.772, -1.050, 0.531)  0.2393
H (3.253, -1.026, 4.888)  0.1840
H (-1.861, 0.558, 2.273)  0.0983
H (-1.613, 0.961, 0.040)  0.0441
H (-0.398, -1.819, -1.232)  0.2856
H (1.147, -1.375, -2.035)  0.2366
H (1.472, 3.245, -1.305)  0.2765
H (1.644, 2.044, 0.034)  0.2288
H (-0.016, 2.712, -0.354)  0.2425
C (-4.765, 1.656, 0.726)  0.7764
O (-4.251, 1.419, 1.817)  -0.7164
N (-4.505, 0.908, -0.380)  -0.8615
N (-5.628, 2.675, 0.527)  -0.8501
H (-4.914, 1.084, -1.281)  0.4087
H (-3.864, 0.138, -0.273)  0.3975
H (-5.847, 3.252, 1.322)  0.3982
H (-6.057, 2.880, -0.367)  0.4299
C (-8.463, 2.707, -1.813)  0.7890
O (-7.247, 2.558, -1.761)  -0.7125
N (-9.125, 3.595, -1.029)  -0.8330
N (-9.248, 1.996, -2.658)  -0.8310
H (-10.118, 3.731, -1.057)  0.3974
H (-8.576, 4.141, -0.388)  0.4067
H (-8.792, 1.327, -3.255)  0.4118
H (-10.244, 2.102, -2.717)  0.3963

Atoms 1-6, force components in eV/Å:
C 0.370 -0.518 0.312
C -0.035 1.694 0.002
C -0.240 -1.047 0.085
C -0.604 -0.018 0.103
C 0.551 -0.798 0.959
C -0.555 1.146 1.861

The frontier orbital gap is 6.66 eV. As for the LUMO energy: -4.84 eV. Its charge is +1.

***

6.
The following is a DFT calculation (ωB97M-V/def2-TZVPD) of one molecule with the formula C5H11N at a distorted geometry.

Last column: natural (NBO) charge in e.
Element x y z (Å)
C (-0.220, 0.979, -1.681)  -0.4107
N (-0.197, 0.957, -0.237)  -0.4475
C (1.075, 0.596, 0.404)  -0.2189
C (0.929, -0.799, 1.083)  -0.4269
C (-0.489, -1.249, 0.672)  -0.4189
C (-1.190, 0.065, 0.315)  -0.2191
H (-0.524, 0.037, -2.173)  0.1649
H (-0.896, 1.754, -2.044)  0.1944
H (0.747, 1.160, -2.162)  0.1983
H (1.919, 0.628, -0.276)  0.1937
H (1.265, 1.341, 1.184)  0.1876
H (1.645, -1.459, 0.608)  0.2098
H (1.030, -0.696, 2.157)  0.2072
H (-1.009, -1.852, 1.402)  0.2117
H (-0.408, -1.858, -0.209)  0.1920
H (-1.607, 0.434, 1.261)  0.1787
H (-2.070, -0.038, -0.303)  0.2037

Atoms 1-6, force components in eV/Å:
C 0.125 -0.248 -1.102
N 0.363 -0.252 -0.262
C -0.229 0.333 0.827
C -0.664 0.401 -1.014
C 0.400 0.348 -0.355
C -0.623 -0.267 1.427

The frontier orbital gap is 9.41 eV. The relative energy (zero: lowest compared OMol25 entry of this formula, charge and spin) is 71.6 kJ/mol. As for the SMILES: CN1CCCC1. As for the LUMO energy: 1.15 eV.